{"formula": "C28H26N4S4Tc", "method": "wB97M-V/def2-TZVPD", "elements": ["Tc", "S", "S", "S", "S", "N", "N", "N", "N", "C", "C", "C", "C", "C", "C", "C", "C", "C", "C", "C", "C", "C", "C", "C", "C", "C", "C", "C", "C", "C", "C", "C", "C", "C", "C", "C", "C", "H", "H", "H", "H", "H", "H", "H", "H", "H", "H", "H", "H", "H", "H", "H", "H", "H", "H", "H", "H", "H", "H", "H", "H", "H", "H"], "positions_angstrom": [[-0.19, -0.84, -2.29], [1.90, 6.03, -1.79], [-0.11, 4.12, -2.91], [0.35, -1.47, 0.84], [-1.11, 1.29, -2.83], [1.42, 3.49, -0.99], [0.78, 2.36, -1.25], [-2.21, -1.40, -2.68], [-0.49, -0.67, -0.31], [1.16, 4.59, -1.81], [3.21, 2.43, 0.25], [2.29, 4.53, 1.05], [0.63, 1.92, 3.03], [2.33, 3.50, 0.12], [-1.60, -4.77, 1.96], [-0.70, -3.90, 1.38], [-4.66, -2.10, -3.20], [-0.08, 2.51, -2.26], [-2.71, -2.92, 3.05], [1.88, -0.47, -2.94], [0.35, 1.05, 1.98], [-5.61, -0.90, -3.20], [1.14, -0.65, -4.16], [-0.81, -2.54, 1.65], [1.00, -2.61, -2.98], [4.06, 3.44, 2.25], [1.63, 0.12, 4.28], [1.34, -0.76, 3.26], [-3.28, -1.71, -2.91], [-1.81, -2.04, 2.48], [-2.60, -4.28, 2.79], [1.82, -1.71, -2.23], [0.61, -1.94, -4.17], [1.26, 1.46, 4.17], [0.70, -0.29, 2.12], [3.17, 4.49, 2.12], [4.08, 2.41, 1.32], [-4.94, -2.85, -2.46], [-1.32, -0.20, 0.07], [4.78, 1.59, 1.43], [-5.38, -0.22, -4.02], [-0.03, -2.34, -4.94], [1.58, 5.34, 0.95], [1.00, 0.11, -4.91], [-5.55, -0.35, -2.26], [-6.63, -1.25, -3.32], [-3.30, -4.97, 3.24], [4.75, 3.42, 3.09], [2.44, 0.40, -2.67], [0.76, -3.63, -2.72], [-1.86, -0.98, 2.70], [0.35, 2.96, 2.94], [-4.65, -2.60, -4.17], [-0.12, 1.40, 1.07], [-3.48, -2.55, 3.71], [1.60, -1.81, 3.35], [2.31, -1.93, -1.29], [-1.52, -5.84, 1.78], [1.48, 2.14, 4.98], [2.13, -0.23, 5.17], [3.22, 1.64, -0.49], [0.10, -4.26, 0.74], [3.16, 5.29, 2.85]], "homo_lumo_gap_ev": [7.2, 5.2], "multiplicity": 2, "de_lowest_kcal_mol": 0.0, "total_charge": 2, "e_homo_ev": [-13.711, -13.463]}


{"formula": "C6H8O2", "method": "wB97M-V/def2-TZVPD", "elements": ["O", "O", "C", "C", "C", "C", "C", "C", "H", "H", "H", "H", "H", "H", "H", "H"], "positions_angstrom": [[-0.58, 1.62, 0.01], [-0.85, -1.53, -0.08], [-1.78, -0.54, 0.02], [0.85, -0.18, 1.10], [-1.68, 0.83, -0.05], [0.70, 1.03, 0.13], [0.49, -1.09, -0.09], [1.02, 0.05, -1.00], [0.28, -0.32, 1.95], [-2.61, 1.37, 0.01], [-2.77, -0.94, -0.07], [2.06, -0.07, -1.28], [0.59, 0.27, -1.99], [0.95, -2.04, -0.10], [1.92, -0.31, 1.19], [1.41, 1.86, 0.26]], "homo_lumo_gap_ev": 8.9, "de_lowest_kcal_mol": 61.1, "e_homo_ev": -8.021}


{"formula": "C5H4O2", "method": "wB97M-V/def2-TZVPD", "elements": ["O", "O", "C", "C", "C", "C", "C", "H", "H", "H", "H"], "positions_angstrom": [[3.16, -0.08, -0.63], [-0.28, 1.96, 0.89], [1.05, -0.89, 0.26], [0.03, -1.28, 0.99], [-1.34, 0.89, -1.04], [2.19, -0.44, -0.10], [-0.76, 1.43, -0.03], [-0.84, 0.16, -1.65], [-0.86, -1.71, 0.54], [0.01, -1.19, 2.07], [-2.35, 1.15, -1.31]], "homo_lumo_gap_ev": 8.3, "de_lowest_kcal_mol": 73.4, "e_homo_ev": -9.074}


{"formula": "C6H4O", "method": "wB97M-V/def2-TZVPD", "elements": ["O", "C", "C", "C", "C", "C", "C", "H", "H", "H", "H"], "positions_angstrom": [[1.40, -1.13, 1.92], [0.21, 0.71, -2.42], [-1.15, -0.52, 2.85], [0.31, -0.23, 0.06], [-0.45, 0.33, 2.32], [0.54, -0.42, 1.46], [0.23, 0.16, -1.08], [0.33, -0.07, -3.17], [-0.73, 1.25, -2.60], [1.04, 1.42, -2.51], [-1.53, -1.40, 3.31]], "homo_lumo_gap_ev": 10.2, "de_lowest_kcal_mol": 84.8, "e_homo_ev": -10.075}


{"formula": "C3H9N3", "method": "wB97M-V/def2-TZVPD", "elements": ["N", "N", "N", "C", "C", "C", "H", "H", "H", "H", "H", "H", "H", "H", "H"], "positions_angstrom": [[1.10, -0.41, -0.56], [-0.98, 1.11, 0.38], [-1.27, 0.07, -0.45], [-0.29, -0.73, -0.77], [-1.86, 1.34, 1.51], [2.16, -1.40, -0.84], [-2.93, 1.52, 1.24], [1.31, 0.64, -0.65], [-0.53, -1.68, -1.22], [1.83, -2.41, -0.79], [2.94, -1.28, -0.06], [-0.94, 2.02, -0.16], [-1.54, 2.22, 2.00], [-1.84, 0.46, 2.16], [2.83, -1.46, -1.78]], "homo_lumo_gap_ev": 8.9, "de_lowest_kcal_mol": 62.8, "e_homo_ev": -7.831}


{"formula": "C2H2S", "method": "wB97M-V/def2-TZVPD", "elements": ["S", "C", "C", "H", "H"], "positions_angstrom": [[0.47, -0.74, -1.45], [0.45, -0.94, 0.31], [-0.14, 0.32, 0.42], [0.12, 0.98, -0.35], [-0.91, 0.38, 1.06]], "homo_lumo_gap_ev": [9.1, 7.5], "multiplicity": 3, "de_lowest_kcal_mol": 25.2, "e_homo_ev": [-8.593, -9.656]}


{"formula": "C34H40BrIN2O4P", "method": "wB97M-V/def2-TZVPD", "elements": ["I", "Br", "P", "O", "O", "O", "O", "N", "N", "C", "C", "C", "C", "C", "C", "C", "C", "C", "C", "C", "C", "C", "C", "C", "C", "C", "C", "C", "C", "C", "C", "C", "C", "C", "C", "C", "C", "C", "C", "C", "C", "C", "C", "H", "H", "H", "H", "H", "H", "H", "H", "H", "H", "H", "H", "H", "H", "H", "H", "H", "H", "H", "H", "H", "H", "H", "H", "H", "H", "H", "H", "H", "H", "H", "H", "H", "H", "H", "H", "H", "H", "H", "H"], "positions_angstrom": [[-1.50, -1.72, 2.36], [-3.68, 3.14, 1.85], [1.84, -1.12, 2.31], [0.84, 1.70, 1.04], [1.52, 3.71, 0.40], [-1.35, 3.42, 0.46], [1.35, -5.40, 0.13], [0.57, -1.86, -1.46], [-1.11, -1.14, 0.25], [-3.59, -1.55, 0.04], [0.28, -1.77, -0.02], [-3.54, 2.22, -2.15], [3.45, -1.96, 1.94], [4.08, 1.38, 0.69], [-2.29, -1.81, -0.39], [5.92, 2.22, 2.03], [3.70, -3.11, 2.93], [1.15, 1.09, -1.24], [0.82, -5.02, -1.19], [-4.36, 4.63, -3.32], [-3.21, -3.34, -2.03], [1.40, -4.08, -0.23], [3.26, 2.41, 1.16], [5.39, 1.31, 1.12], [-3.12, 0.93, -1.46], [2.39, 0.32, 3.32], [1.25, -0.71, 0.55], [0.56, 0.66, 0.11], [-4.51, -3.07, -1.62], [-4.68, 2.89, -1.71], [-2.13, -2.72, -1.42], [1.83, 2.64, 0.80], [-3.24, 3.96, -3.79], [-2.83, 2.76, -3.21], [-4.67, -2.17, -0.56], [-5.10, 4.08, -2.29], [-1.58, 0.87, -1.26], [-1.01, 0.36, 0.08], [3.79, 3.33, 2.06], [-1.98, 2.60, 1.00], [5.10, 3.24, 2.50], [0.42, -3.21, 0.55], [-1.67, 1.14, 1.23], [-5.99, 4.56, -1.89], [-1.12, 1.08, 2.17], [-3.44, 0.12, -2.11], [0.81, 0.47, -2.05], [-5.37, -3.52, -2.07], [1.70, 1.15, 3.35], [-1.22, 0.18, -2.02], [3.40, 0.62, 3.04], [6.93, 2.16, 2.38], [-3.83, -0.85, 0.82], [-5.25, 2.45, -0.90], [3.16, 4.12, 2.44], [2.18, -0.66, 0.01], [-2.63, 0.70, 1.43], [-2.69, 4.39, -4.61], [2.35, -3.65, -0.49], [-0.15, -1.49, -2.07], [3.30, -4.03, 2.51], [6.04, 0.53, 0.74], [-3.69, 0.89, -0.53], [-4.67, 5.57, -3.75], [-1.94, 2.26, -3.58], [-1.16, -3.01, -1.79], [1.44, -5.58, -1.87], [-5.67, -1.96, -0.21], [3.70, 0.66, -0.01], [0.82, 2.09, -1.52], [-0.26, -5.10, -1.17], [4.76, -3.25, 3.11], [-1.22, 1.87, -1.46], [-3.05, -4.05, -2.83], [3.48, -2.29, 0.90], [2.46, -0.07, 4.33], [3.19, -2.89, 3.86], [1.48, -1.51, -1.70], [-0.48, -3.81, 0.46], [2.23, 1.02, -1.25], [4.24, -1.21, 2.03], [5.47, 3.97, 3.21], [0.88, -3.24, 1.53]], "homo_lumo_gap_ev": 5.6, "total_charge": 1, "e_homo_ev": -10.754}


| no. | largest force on an atom (hartree/bohr) | calculated total energy (eV) | M (g/mol) |
| --- | --- | --- | --- |
| 1 | 0.0121 | -80942.5383 | 644.81 |
| 2 | 0.0576 | -10444.0778 | 112.13 |
| 3 | 0.0304 | -9340.9999 | 96.08 |
| 4 | 0.0231 | -8328.7608 | 92.10 |
| 5 | 0.0787 | -7724.8525 | 87.13 |
| 6 | 0.0844 | -12935.9797 | 58.11 |
| 7 | 0.0494 | -134498.4678 | 778.49 |